{"formula": "C48H98BBrN5O18S", "method": "ωB97M-V with the def2-TZVPD basis set", "homo_lumo_gap_ev": 7.590, "homo_energy_ev": -10.20, "total_charge": 1, "lumo_ev": -2.6, "energy_ev": -177217.5818, "species": ["C", "C", "Br", "C", "N", "C", "N", "O", "N", "C", "C", "O", "O", "C", "C", "B", "O", "N", "C", "C", "C", "C", "C", "O", "C", "N", "S", "C", "O", "O", "H", "H", "H", "H", "H", "H", "H", "H", "H", "H", "H", "H", "H", "H", "H", "H", "H", "H", "H", "H", "H", "H", "H", "H", "H", "H", "H", "H", "H", "H", "H", "H", "C", "C", "O", "C", "H", "H", "H", "H", "H", "H", "C", "C", "O", "C", "H", "H", "H", "H", "H", "H", "C", "C", "O", "C", "H", "H", "H", "H", "H", "H", "C", "C", "O", "C", "H", "H", "H", "H", "H", "H", "C", "C", "O", "C", "H", "H", "H", "H", "H", "H", "C", "C", "O", "C", "H", "H", "H", "H", "H", "H", "C", "C", "O", "C", "H", "H", "H", "H", "H", "H", "C", "C", "O", "C", "H", "H", "H", "H", "H", "H", "C", "C", "O", "C", "H", "H", "H", "H", "H", "H", "C", "C", "O", "C", "H", "H", "H", "H", "H", "H", "C", "C", "O", "C", "H", "H", "H", "H", "H", "H"], "xyz": [[9.257, -2.962, -1.057], [8.285, -1.850, -1.399], [9.320, -0.417, -2.272], [7.731, -1.278, -0.100], [6.502, -0.527, -0.324], [6.444, 0.811, -0.303], [7.482, 1.591, -0.108], [7.348, 2.959, -0.010], [5.149, 1.230, -0.436], [4.821, 2.238, -1.432], [3.438, 2.834, -1.247], [2.667, 3.013, -2.177], [3.120, 3.197, 0.011], [4.290, 0.028, -0.355], [3.021, 0.215, 0.514], [3.832, -0.568, -1.815], [4.823, -0.635, -2.776], [2.465, -0.991, -2.048], [1.767, 0.077, -2.835], [2.532, -2.223, -2.906], [5.269, -0.952, 0.381], [5.453, -0.532, 1.868], [4.705, -1.314, 2.973], [5.570, -2.200, 3.657], [4.103, -0.348, 4.007], [5.048, 0.631, 4.545], [4.978, -2.728, 0.108], [3.260, -3.153, 0.243], [5.659, -3.478, 1.124], [5.445, -3.040, -1.221], [8.712, -3.832, -0.704], [9.924, -3.194, -1.874], [9.870, -2.635, -0.219], [7.488, -2.184, -2.046], [8.535, -0.686, 0.328], [7.595, -2.108, 0.588], [8.417, 1.237, 0.014], [7.428, 3.286, -0.917], [5.473, 3.099, -1.346], [4.940, 1.897, -2.455], [3.865, 3.063, 0.608], [2.802, -0.664, 1.099], [2.171, 0.560, -0.055], [3.231, 1.002, 1.233], [4.562, -0.184, -3.585], [2.453, 0.759, -3.341], [1.134, -0.353, -3.597], [1.183, 0.670, -2.139], [1.594, -2.755, -2.785], [3.352, -2.866, -2.609], [2.654, -1.988, -3.959], [6.504, -0.575, 2.134], [5.163, 0.503, 1.992], [3.880, -1.910, 2.603], [6.224, -1.693, 4.142], [3.701, -0.974, 4.798], [3.261, 0.192, 3.581], [6.014, 0.424, 4.344], [4.854, 1.568, 4.232], [3.131, -3.992, -0.431], [3.055, -3.478, 1.253], [2.574, -2.364, -0.051], [5.935, -6.459, -5.549], [5.420, -5.287, -4.749], [4.551, -4.562, -5.175], [6.032, -5.054, -3.388], [5.411, -6.509, -6.499], [7.003, -6.341, -5.737], [5.769, -7.387, -5.001], [7.106, -4.876, -3.487], [5.867, -5.923, -2.749], [5.568, -4.187, -2.934], [-1.097, 2.749, -0.761], [-1.606, 1.462, -0.166], [-0.847, 0.572, 0.160], [-3.097, 1.325, -0.010], [-0.010, 2.708, -0.831], [-1.518, 2.880, -1.757], [-1.382, 3.597, -0.137], [-3.586, 1.406, -0.983], [-3.485, 2.099, 0.653], [-3.322, 0.351, 0.421], [2.209, -3.820, 7.215], [1.730, -2.512, 7.796], [0.918, -1.827, 7.220], [2.313, -2.098, 9.124], [1.708, -3.994, 6.265], [3.286, -3.785, 7.043], [1.970, -4.639, 7.896], [3.396, -1.992, 9.042], [2.080, -2.848, 9.882], [1.885, -1.145, 9.425], [-4.773, 5.276, -4.179], [-4.026, 4.057, -3.700], [-3.260, 4.111, -2.765], [-4.291, 2.764, -4.424], [-4.497, 6.133, -3.570], [-4.521, 5.483, -5.220], [-5.847, 5.110, -4.095], [-4.021, 2.853, -5.479], [-5.348, 2.511, -4.335], [-3.701, 1.970, -3.973], [-6.319, -0.691, -1.141], [-6.837, 0.395, -2.052], [-6.307, 1.485, -2.098], [-8.038, 0.063, -2.894], [-5.456, -0.324, -0.590], [-7.094, -0.982, -0.430], [-6.025, -1.561, -1.729], [-8.880, -0.198, -2.250], [-7.816, -0.772, -3.552], [-8.308, 0.924, -3.500], [-2.443, -4.070, 7.391], [-1.735, -5.294, 7.916], [-1.049, -5.248, 8.910], [-1.917, -6.580, 7.145], [-2.224, -3.224, 8.038], [-2.098, -3.841, 6.382], [-3.521, -4.238, 7.379], [-1.553, -6.459, 6.124], [-2.973, -6.855, 7.120], [-1.356, -7.374, 7.630], [7.555, 4.622, 2.393], [6.645, 4.728, 3.593], [5.888, 3.823, 3.869], [6.712, 5.987, 4.415], [7.381, 3.666, 1.920], [7.332, 5.420, 1.683], [8.600, 4.688, 2.700], [6.462, 6.850, 3.797], [7.718, 6.116, 4.818], [6.005, 5.923, 5.238], [-6.960, 3.036, 1.382], [-6.982, 2.105, 2.570], [-7.185, 0.920, 2.435], [-6.743, 2.724, 3.922], [-7.145, 2.467, 0.474], [-7.733, 3.799, 1.487], [-5.984, 3.519, 1.304], [-7.508, 3.470, 4.133], [-5.760, 3.198, 3.949], [-6.784, 1.948, 4.685], [-10.337, 0.070, -6.981], [-9.619, -1.152, -6.472], [-8.809, -1.083, -5.574], [-9.953, -2.463, -7.134], [-10.008, 0.944, -6.424], [-10.112, 0.214, -8.039], [-11.414, -0.049, -6.854], [-9.712, -2.405, -8.198], [-11.013, -2.688, -7.012], [-9.366, -3.258, -6.678], [-6.212, -2.192, -8.108], [-6.708, -1.838, -9.488], [-7.619, -1.059, -9.647], [-6.022, -2.500, -10.658], [-6.795, -1.644, -7.370], [-6.331, -3.262, -7.933], [-5.160, -1.923, -8.001], [-6.125, -3.584, -10.587], [-4.962, -2.242, -10.664], [-6.476, -2.160, -11.585], [-6.392, 7.335, 5.574], [-7.399, 6.244, 5.846], [-7.732, 5.464, 4.986], [-7.970, 6.174, 7.240], [-6.063, 7.274, 4.539], [-6.844, 8.312, 5.746], [-5.528, 7.218, 6.230], [-8.486, 7.105, 7.480], [-7.170, 6.011, 7.964], [-8.677, 5.351, 7.301]], "forces_ev_per_a": [[-0.010, 0.347, 0.372], [0.561, -0.189, 0.458], [-0.308, 0.053, -0.262], [0.562, -0.184, -0.573], [0.938, -0.530, 1.102], [-1.138, -0.367, -0.621], [0.243, 0.324, -0.189], [-0.155, -0.502, -0.501], [0.540, 0.274, 0.216], [-0.007, 0.587, -0.116], [-1.785, 0.373, -1.171], [1.575, -0.343, 1.759], [0.023, 0.141, -0.628], [-1.479, -1.661, 0.261], [0.973, 1.321, 0.057], [0.489, 0.015, -0.090], [0.113, 0.977, 0.536], [0.692, -0.437, -1.361], [0.027, 0.199, 1.013], [-0.354, 0.330, 0.384], [-0.199, 1.647, -0.021], [-0.640, -1.010, 0.290], [0.162, 0.724, 0.827], [-0.056, -0.467, -0.372], [0.129, 0.148, -0.177], [-0.248, -0.226, -0.024], [0.728, -2.164, 0.000], [-0.328, 0.440, -0.003], [0.021, 0.571, 0.562], [-0.570, 1.060, -0.281], [-0.142, -0.261, -0.187], [-0.035, -0.248, -0.221], [0.259, 0.031, 0.057], [-0.066, 0.229, -0.331], [-0.053, 0.257, 0.315], [-0.559, -0.027, 0.154], [0.093, -0.045, -0.180], [0.265, 0.217, -0.083], [0.210, 0.081, 0.209], [-0.224, -0.340, -0.122], [0.116, -0.092, 0.153], [-0.318, -0.290, -0.156], [-0.343, -0.294, -0.072], [-0.096, 0.021, 0.268], [-0.133, -0.597, -0.527], [0.100, 0.037, -0.150], [-0.277, -0.238, 0.030], [-0.309, 0.184, -0.116], [-0.173, -0.165, -0.020], [0.101, -0.120, 0.023], [0.141, 0.017, -0.201], [0.261, -0.183, -0.148], [0.003, 0.329, -0.314], [0.012, -0.255, -0.210], [0.086, 0.115, 0.223], [-0.052, -0.087, 0.203], [-0.171, 0.027, -0.134], [0.140, 0.031, 0.089], [0.117, 0.214, 0.014], [0.169, -0.138, -0.172], [0.140, 0.020, 0.276], [0.030, 0.120, -0.208], [-0.184, 0.115, -0.143], [0.079, -0.082, -0.014], [-0.079, 0.079, 0.003], [-0.188, 0.114, -0.194], [-0.007, 0.008, -0.001], [0.037, -0.097, 0.103], [0.140, -0.009, 0.043], [0.035, -0.162, 0.046], [0.162, -0.043, -0.010], [0.045, -0.093, -0.098], [0.319, -0.299, 0.029], [0.056, 0.135, 0.002], [0.111, -0.070, -0.036], [0.102, -0.356, 0.077], [0.010, 0.022, 0.033], [-0.149, 0.208, 0.080], [-0.155, 0.047, -0.129], [-0.074, 0.223, 0.058], [-0.050, 0.116, -0.151], [0.006, 0.000, 0.025], [-0.160, 0.054, -0.174], [-0.007, -0.028, 0.012], [-0.032, 0.039, -0.077], [-0.149, 0.169, -0.028], [-0.022, 0.008, 0.000], [0.030, -0.090, 0.152], [0.140, -0.004, 0.052], [0.023, -0.134, 0.064], [0.126, -0.061, -0.012], [-0.012, 0.007, -0.009], [0.133, 0.101, 0.178], [-0.099, -0.058, -0.015], [0.094, 0.047, 0.054], [0.125, -0.091, 0.074], [0.008, -0.003, 0.008], [-0.126, -0.056, -0.050], [-0.012, -0.037, -0.133], [-0.138, 0.057, -0.028], [-0.018, -0.002, -0.098], [-0.013, -0.008, 0.024], [0.157, 0.177, 0.023], [-0.117, -0.061, 0.057], [0.127, 0.094, -0.026], [0.155, 0.330, 0.174], [-0.029, 0.005, 0.018], [-0.021, -0.090, -0.041], [-0.128, -0.071, 0.018], [0.021, -0.150, -0.028], [-0.092, -0.131, 0.033], [-0.006, -0.008, -0.038], [0.102, 0.085, 0.204], [-0.015, 0.040, 0.002], [0.116, -0.006, 0.025], [0.144, -0.073, 0.173], [0.025, 0.009, -0.004], [-0.128, -0.045, -0.060], [0.002, -0.032, -0.165], [-0.146, 0.019, -0.057], [-0.017, 0.049, -0.144], [0.004, 0.004, 0.015], [-0.131, -0.066, 0.301], [0.030, 0.060, 0.026], [-0.093, -0.099, -0.054], [-0.189, -0.168, 0.126], [0.036, 0.061, 0.154], [0.144, 0.075, 0.037], [-0.003, 0.180, -0.041], [0.142, 0.038, -0.017], [0.037, 0.100, -0.102], [-0.005, -0.007, 0.002], [-0.083, -0.273, -0.153], [0.051, 0.068, 0.024], [-0.010, -0.104, -0.046], [-0.107, -0.390, 0.030], [0.045, 0.017, -0.021], [0.116, 0.117, 0.079], [-0.060, 0.143, 0.043], [0.183, 0.075, -0.051], [-0.079, 0.172, -0.020], [0.024, -0.027, -0.016], [0.126, 0.112, 0.148], [-0.034, 0.014, -0.052], [0.017, -0.052, -0.145], [0.200, -0.094, 0.132], [0.006, -0.003, 0.009], [-0.098, -0.069, -0.039], [-0.020, -0.033, -0.136], [-0.143, 0.036, -0.035], [-0.029, 0.043, -0.139], [-0.008, -0.004, 0.015], [-0.229, 0.185, 0.067], [0.055, -0.023, 0.017], [-0.113, 0.017, 0.005], [-0.167, 0.151, -0.112], [0.020, -0.027, 0.040], [0.152, -0.027, -0.010], [0.046, -0.147, -0.038], [0.134, -0.017, 0.051], [0.040, -0.128, 0.055], [-0.009, 0.008, 0.000], [-0.008, -0.110, -0.212], [-0.004, 0.049, 0.069], [-0.051, 0.121, -0.017], [-0.104, -0.183, -0.107], [-0.009, -0.008, -0.007], [0.065, 0.017, 0.127], [-0.045, 0.107, 0.091], [0.108, 0.048, 0.081], [0.000, 0.139, 0.042], [-0.003, -0.006, -0.011]], "mulliken_charge": [-1.43, 0.39, -0.15, -2.38, 0.95, -0.57, 0.16, -0.53, 0.77, 0.17, 0.28, -0.56, -0.47, 0.80, -1.97, 0.61, -0.65, -0.37, -0.85, -1.03, -0.07, -1.30, -0.51, -0.55, -1.10, -0.53, 1.65, -1.17, -0.74, -0.36, 0.37, 0.44, 0.43, 0.19, 1.13, 0.45, 0.25, 0.36, 0.25, 0.27, 0.36, 0.56, 0.06, 0.42, 0.39, 0.31, 0.50, -0.01, 0.33, 0.10, 0.50, 0.81, 0.61, 0.12, 0.53, 0.50, 0.29, 0.30, 0.30, 0.55, 0.49, 0.20, -1.23, 0.75, -0.53, -0.26, 0.33, 0.32, 0.33, 0.31, 0.38, -0.26, -0.46, 0.77, -0.57, -0.82, -0.17, 0.12, 0.45, 0.09, 0.24, 0.31, -1.17, 1.00, -0.58, -1.22, 0.22, 0.38, 0.39, 0.33, 0.33, 0.33, -1.21, 0.90, -0.51, -0.97, 0.31, 0.34, 0.32, 0.45, 0.17, 0.19, -0.77, 0.96, -0.48, -1.29, -0.11, 0.37, 0.40, 0.41, 0.34, 0.27, -1.09, 0.87, -0.55, -1.12, 0.26, 0.31, 0.39, 0.30, 0.34, 0.31, -0.58, 0.78, -0.50, -1.23, -0.13, 0.32, 0.39, 0.33, 0.34, 0.32, -0.84, 0.81, -0.57, -0.97, 0.00, 0.41, 0.30, 0.25, 0.30, 0.34, -1.13, 0.86, -0.49, -1.12, 0.29, 0.29, 0.36, 0.25, 0.42, 0.26, -0.84, 0.82, -0.53, -1.16, 0.05, 0.30, 0.39, 0.32, 0.33, 0.32, -1.12, 0.83, -0.54, -1.12, 0.28, 0.34, 0.33, 0.34, 0.33, 0.30]}